--- one ---
The molecule C3H6N2OS, computed with the ωB97M-V functional and the def2-TZVPD basis.

Bonds (Å) are listed after each position.
Geometry (Å):
1 S -1.471 -0.613 0.114  N4 1.665, C5 1.844
2 O 1.215 1.032 -0.358  N3 1.425, C7 1.475
3 N 1.770 -0.156 0.201  O2 1.425, C6 1.375, H8 0.983
4 N -0.146 -1.588 -0.142  S1 1.665, C6 1.288
5 C -1.152 1.162 -0.276  S1 1.844, C7 1.503, H10 1.098, H11 1.205
6 C 1.114 -1.338 -0.047  N3 1.375, N4 1.288, H9 1.083
7 C 0.104 1.654 0.387  O2 1.475, C5 1.503, H12 1.064, H13 1.112
8 H 2.725 -0.143 -0.032  N3 0.983
9 H 1.746 -2.214 0.030  C6 1.083
10 H -0.926 1.377 -1.329  C5 1.098
11 H -2.102 1.853 -0.010  C5 1.205
12 H 0.314 2.671 0.155  C7 1.064
13 H 0.286 1.334 1.436  C7 1.112

## Properties
* SMILES: C1=NSCCON1
* gap between HOMO and LUMO: 9.0 eV
* LUMO: 0.89 eV
* E_HOMO: -0.2980 Eh

***

--- two ---
The molecule C3H6N2OS, computed with the ωB97M-V functional and the def2-TZVPD basis.

Bonds (Å) are listed after each position.
Geometry (Å):
1 S 0.787 1.805 -0.035  C6 1.643
2 O 3.288 0.059 -0.079  N4 1.437, H10 1.031
3 N -0.284 -0.719 -0.052  C5 1.367, C6 1.445, H9 0.992
4 N 2.084 -0.725 -0.106  O2 1.437, C6 1.514, H11 1.150
5 C -1.630 -0.477 -0.043  N3 1.367, C7 1.372, H13 1.104
6 C 0.859 0.165 -0.078  S1 1.643, N3 1.445, N4 1.514
7 C -2.384 0.667 0.015  C5 1.372, H8 1.156, H12 1.145
8 H -3.518 0.682 -0.209  C7 1.156
9 H -0.140 -1.700 -0.081  N3 0.992
10 H 3.066 1.065 -0.077  O2 1.031
11 H 1.978 -1.146 0.960  N4 1.150
12 H -1.836 1.671 0.062  C7 1.145
13 H -2.268 -1.346 -0.278  C5 1.104

## Properties
* SMILES: C=CNC(=S)NO
* gap between HOMO and LUMO: 8.8 eV
* LUMO: -0.01 eV
* E_HOMO: -0.3257 Eh

***

Most stable = one

***

--- one ---
A cluster of 2 separate species, C6H17N2S in total, computed with the ωB97M-V functional and the def2-TZVPD basis.

Bonds (Å) are listed after each position.
Geometry (Å):
1 S 1.006 0.397 0.334  N3 1.634, C4 1.959, H10 1.342
2 N 0.666 -2.823 1.363  C7 1.269, H16 1.018
3 N 1.416 -0.992 -0.422  S1 1.634, C8 1.480, H12 1.058
4 C -0.905 0.267 -0.082  S1 1.959, C5 1.507, H24 1.033, H25 1.055
5 C -1.544 1.617 -0.279  C4 1.507, C6 1.477, C9 1.526, H19 1.141
6 C -1.358 2.203 -1.623  C5 1.477, H17 1.047, H18 1.096, H22 1.088
7 C -0.562 -3.105 1.515  N2 1.269, H15 1.040, H26 1.023
8 C 2.837 -1.291 -0.709  N3 1.480, H11 1.221, H21 1.131, H23 1.117
9 C -0.966 2.453 0.859  C5 1.526, H13 1.248, H14 1.141, H20 1.107
10 H 1.301 1.144 -0.740  S1 1.342
11 H 2.731 -2.159 -1.563  C8 1.221
12 H 1.065 -1.871 0.050  N3 1.058
13 H -1.661 3.476 1.023  C9 1.248
14 H -1.110 1.837 1.809  C9 1.141
15 H -1.094 -3.860 1.994  C7 1.040
16 H 1.342 -3.244 1.996  N2 1.018
17 H -2.212 2.767 -1.842  C6 1.047
18 H -1.219 1.395 -2.351  C6 1.096
19 H -2.629 1.294 -0.138  C5 1.141
20 H 0.060 2.822 0.668  C9 1.107
21 H 3.264 -1.776 0.219  C8 1.131
22 H -0.443 2.775 -1.758  C6 1.088
23 H 3.240 -0.343 -1.140  C8 1.117
24 H -1.214 -0.303 0.723  C4 1.033
25 H -0.741 -0.190 -1.019  C4 1.055
26 H -1.271 -2.487 1.113  C7 1.023

## Properties
* gap between HOMO and LUMO: 10.1 eV
* LUMO: -3.00 eV
* E_HOMO: -0.4798 Eh
* total charge: +1

***

--- two ---
A cluster of 2 separate species, C6H17N2S in total, computed with the ωB97M-V functional and the def2-TZVPD basis.

Bonds (Å) are listed after each position.
Geometry (Å):
1 S -0.044 -0.543 -0.762  N2 1.660, C9 1.908, H23 1.406
2 N -0.470 -1.537 0.497  S1 1.660, C6 1.452, H11 1.074
3 N 2.018 -2.737 3.058  C4 1.273, H26 1.067
4 C 1.833 -3.118 1.857  N3 1.273, H14 1.075, H24 1.177
5 C 1.021 2.066 -2.157  C8 1.575, H16 1.039, H21 1.126, H25 1.102
6 C -1.244 -1.084 1.639  N2 1.452, H13 1.062, H15 1.055, H22 1.101
7 C -1.616 2.036 -1.720  C8 1.572, H10 1.116, H18 1.124, H19 1.041
8 C -0.166 2.173 -1.128  C5 1.575, C7 1.572, C9 1.473, H17 1.100
9 C 0.091 1.217 -0.038  S1 1.908, C8 1.473, H12 1.043, H20 1.187
10 H -2.344 1.896 -0.886  C7 1.116
11 H -0.749 -2.402 -0.075  N2 1.074
12 H -0.468 1.305 0.839  C9 1.043
13 H -0.938 -0.167 2.079  C6 1.062
14 H 1.288 -2.356 1.328  C4 1.075
15 H -2.280 -1.241 1.509  C6 1.055
16 H 1.497 2.894 -2.566  C5 1.039
17 H -0.163 3.138 -0.600  C8 1.100
18 H -1.677 1.190 -2.457  C7 1.124
19 H -1.859 2.912 -2.227  C7 1.041
20 H 1.234 1.307 0.268  C9 1.187
21 H 0.797 1.253 -2.903  C5 1.126
22 H -0.989 -1.821 2.416  C6 1.101
23 H -1.287 -0.301 -1.374  S1 1.406
24 H 2.165 -4.146 1.391  C4 1.177
25 H 1.841 1.471 -1.721  C5 1.102
26 H 2.508 -3.404 3.732  N3 1.067

## Properties
* gap between HOMO and LUMO: 8.9 eV
* LUMO: -3.64 eV
* E_HOMO: -0.4612 Eh
* total charge: +1

***

Most stable = two

***

--- one ---
A cluster of 2 separate species, C6H9N2O2 in total, computed with the ωB97M-V functional and the def2-TZVPD basis.

Bonds (Å) are listed after each position.
Geometry (Å):
1 O 0.418 2.037 1.374  C6 1.264
2 O -0.516 1.139 3.212  C6 1.245
3 N -1.099 -1.629 -1.295  C5 1.307, C7 1.374
4 N 0.237 -0.078 -0.482  C5 1.349, C8 1.372, H17 1.030
5 C -0.668 -1.041 -0.211  N3 1.307, N4 1.349, H19 1.085
6 C 0.416 1.302 2.402  O1 1.264, O2 1.245, C10 1.548
7 C -0.444 -1.019 -2.338  N3 1.374, C8 1.356, C9 1.483
8 C 0.332 -0.020 -1.849  N4 1.372, C7 1.356, H18 1.082
9 C -0.897 -1.317 -3.719  C7 1.483, H12 1.093, H14 1.098, H16 1.088
10 C 1.685 0.468 2.698  C6 1.548, H11 1.088, H13 1.098, H15 1.083
11 H 2.260 0.246 1.801  C10 1.088
12 H -1.932 -0.985 -3.834  C9 1.093
13 H 2.392 1.124 3.222  C10 1.098
14 H -0.907 -2.382 -3.987  C9 1.098
15 H 1.367 -0.329 3.358  C10 1.083
16 H -0.425 -0.793 -4.547  C9 1.088
17 H 0.561 0.672 0.146  N4 1.030
18 H 1.020 0.708 -2.260  C8 1.082
19 H -0.986 -1.175 0.818  C5 1.085

## Properties
* gap between HOMO and LUMO: 8.2 eV
* LUMO: 3.57 eV
* E_HOMO: -0.1715 Eh
* total charge: -1

***

--- two ---
A cluster of 2 separate species, C6H9N2O2 in total, computed with the ωB97M-V functional and the def2-TZVPD basis.

Bonds (Å) are listed after each position.
Geometry (Å):
1 O 0.972 1.320 -0.287  C9 1.260
2 O 0.671 3.279 -1.331  C9 1.248
3 N -1.263 -0.121 0.236  C6 1.356, C10 1.342, H13 1.009
4 N -1.265 -2.321 0.197  C7 1.369, C10 1.319
5 C -0.304 -2.845 2.444  C7 1.500, H11 1.090, H12 1.093, H17 1.096
6 C -0.671 -0.514 1.391  N3 1.356, C7 1.370, H15 1.072
7 C -0.691 -1.883 1.360  N4 1.369, C5 1.500, C6 1.370
8 C 2.237 1.715 -2.239  C9 1.533, H14 1.075, H18 1.091, H19 1.097
9 C 1.216 2.166 -1.189  O1 1.260, O2 1.248, C8 1.533
10 C -1.554 -1.223 -0.473  N3 1.342, N4 1.319, H16 1.074
11 H -0.422 -3.870 2.091  C5 1.090
12 H 0.699 -2.597 2.801  C5 1.093
13 H -1.289 0.826 -0.112  N3 1.009
14 H 2.706 0.784 -1.979  C8 1.075
15 H -0.287 0.101 2.180  C6 1.072
16 H -2.062 -1.180 -1.418  C10 1.074
17 H -0.942 -2.763 3.331  C5 1.096
18 H 2.989 2.481 -2.432  C8 1.091
19 H 1.698 1.422 -3.149  C8 1.097

## Properties
* gap between HOMO and LUMO: 8.0 eV
* LUMO: 3.72 eV
* E_HOMO: -0.1562 Eh
* total charge: -1

***

--- three ---
A cluster of 2 separate species, C6H9N2O2 in total, computed with the ωB97M-V functional and the def2-TZVPD basis.

Bonds (Å) are listed after each position.
Geometry (Å):
1 O 2.894 -1.740 -2.372  C5 1.230
2 O 3.058 0.413 -2.986  C5 1.185
3 N 0.507 0.198 0.763  C7 1.491, C10 1.371, H17 0.996
4 N -1.564 1.079 0.737  C7 1.363, C8 1.393
5 C 2.606 -0.680 -2.925  O1 1.230, O2 1.185, C6 1.594
6 C 1.021 -0.629 -3.088  C5 1.594, H11 1.105, H14 1.072, H16 1.122
7 C -0.406 1.113 0.019  N3 1.491, N4 1.363, H18 1.134
8 C -1.428 0.393 1.942  N4 1.393, C9 1.493, C10 1.411
9 C -2.448 0.289 3.028  C8 1.493, H13 1.088, H15 1.048, H19 1.100
10 C -0.133 -0.167 1.920  N3 1.371, C8 1.411, H12 1.267
11 H 0.609 0.345 -2.768  C6 1.105
12 H 0.659 -0.731 2.732  C10 1.267
13 H -2.925 -0.620 3.390  C9 1.088
14 H 0.815 -0.843 -4.118  C6 1.072
15 H -2.122 0.560 3.986  C9 1.048
16 H 0.717 -1.525 -2.485  C6 1.122
17 H 1.451 0.198 0.448  N3 0.996
18 H -0.105 1.289 -1.060  C7 1.134
19 H -3.207 1.062 2.837  C9 1.100

## Properties
* gap between HOMO and LUMO: 6.7 eV
* LUMO: 3.12 eV
* E_HOMO: -0.1319 Eh
* total charge: -1

***

--- four ---
A cluster of 2 separate species, C6H9N2O2 in total, computed with the ωB97M-V functional and the def2-TZVPD basis.

Bonds (Å) are listed after each position.
Geometry (Å):
1 O -1.433 -0.846 2.700  C5 1.191
2 O -2.540 -1.020 0.952  C5 1.189
3 N 0.726 -0.125 -2.172  C7 1.426, C9 1.370
4 N 0.934 -0.125 0.096  C9 1.391, C10 1.408, H16 0.973
5 C -2.211 -0.405 1.915  O1 1.191, O2 1.189, C6 1.490
6 C -2.665 0.993 2.159  C5 1.490, H15 1.125, H17 1.081, H19 1.057
7 C 1.988 0.482 -1.902  N3 1.426, C8 1.502, C10 1.508
8 C 3.105 0.805 -2.852  C7 1.502, H11 1.146, H12 1.116, H14 1.183
9 C 0.214 -0.603 -0.994  N3 1.370, N4 1.391, H13 1.063
10 C 2.042 0.590 -0.399  N4 1.408, C7 1.508, H18 1.066
11 H 2.680 0.728 -3.913  C8 1.146
12 H 3.648 1.708 -2.483  C8 1.116
13 H -0.645 -1.219 -0.886  C9 1.063
14 H 3.970 0.005 -2.740  C8 1.183
15 H -2.933 1.497 1.189  C6 1.125
16 H 0.824 -0.525 0.977  N4 0.973
17 H -3.333 0.989 3.009  C6 1.081
18 H 2.849 0.876 0.236  C10 1.066
19 H -1.733 1.451 2.353  C6 1.057

## Properties
* gap between HOMO and LUMO: 7.0 eV
* LUMO: 3.30 eV
* E_HOMO: -0.1364 Eh
* total charge: -1

***

Most stable = one